Record 1
Density functional theory data (ωB97M-V with the def2-TZVPD basis set) for 2 unconnected molecules or ions with the total composition C8H9BrO2 in a non-equilibrium geometry.

Each line ends with the Mulliken charge.
Element x y z (Å)
H (0.7011, -1.9626, 0.1999)  0.29
O (0.1206, -0.4097, -1.9896)  -0.52
C (-2.4573, 0.1857, 0.5937)  -0.26
C (-1.5897, 0.3962, -0.5121)  -0.42
C (-2.3249, -0.7777, 1.4928)  -0.78
H (2.8372, 2.1741, -1.3770)  0.35
C (2.0956, 1.8924, -0.5668)  -0.64
O (2.1578, 0.4735, 1.3644)  -0.47
H (-0.8116, -2.3367, 2.0304)  0.37
H (-1.9295, 1.0614, -1.2928)  0.41
C (-0.2768, -1.4814, 0.2408)  -0.46
H (1.1635, 1.5087, -1.1675)  0.13
H (0.4379, -1.2489, -2.3132)  0.34
C (2.4703, 0.7340, 0.2230)  0.58
C (-0.5562, -0.4818, -0.7506)  0.58
H (-3.4311, 0.6709, 0.6772)  0.29
Br (3.5989, -0.5961, -0.6516)  -0.20
C (-1.0381, -1.5228, 1.3603)  -0.27
H (-2.8663, -1.0418, 2.3580)  0.42
H (1.6986, 2.7625, 0.0806)  0.25

Summary:
DFT total energy: -82578.330 eV
SMILES: Oc1ccccc1.CC(=O)Br
HOMO energy: -8.933 eV
Frontier orbital gap: 9.5 eV
Max |F|: 6.2 eV Å⁻¹
2S+1: 1
Net charge: 0



Record 2
Density functional theory data (ωB97M-V with the def2-TZVPD basis set) for C8H9BrO3S in the gas phase in a non-equilibrium geometry.

Each line ends with the Mulliken charge.
Element x y z (Å)
C (-1.2272, 1.3297, 1.7089)  -0.73
C (0.0060, -0.5915, 0.7306)  0.21
S (-1.6140, -0.2403, -1.3213)  1.16
H (-1.8834, -2.0466, -2.6235)  0.37
C (2.3528, -0.2390, 0.2781)  -0.71
H (1.2303, -1.5440, -0.8718)  0.35
C (-0.0273, 0.6837, 1.3988)  0.93
Br (-1.4149, 2.8410, 2.7546)  -0.17
H (-0.0610, -1.3683, 1.5777)  0.34
O (-3.0590, -0.1415, -1.2217)  -0.62
H (-0.0991, -1.7001, -2.6052)  0.25
H (-1.3479, -0.7172, -3.6507)  0.31
C (1.2358, 1.1948, 1.8064)  -0.84
C (1.2121, -0.9237, -0.0226)  -0.24
C (2.4082, 0.8680, 1.2290)  -0.52
H (-2.1573, 0.9841, 1.3805)  0.45
H (1.1596, 2.0438, 2.4284)  0.30
C (-1.2174, -1.2912, -2.6730)  -0.77
O (-0.8552, 0.9473, -1.3171)  -0.54
H (3.1248, -0.3321, -0.4093)  0.42
H (3.3836, 1.2694, 1.3696)  0.45
O (-1.1495, -1.0264, 0.0534)  -0.40

Summary:
DFT total energy: -95458.917 eV
SMILES: CS(=O)(=O)O[C@H]1C=CC=C/C1=C\Br
HOMO energy (spin up / spin down): -7.946 / -7.945 eV
Frontier orbital gap (spin up / spin down): 7.7 / 7.7 eV
Max |F|: 4.8 eV Å⁻¹
2S+1: 1
Net charge: 0



Record 3
Density functional theory data (ωB97M-V with the def2-TZVPD basis set) for 2 unconnected molecules or ions with the total composition C8H9Cl2NOP in a non-equilibrium geometry.

Each line ends with the Mulliken charge.
Element x y z (Å)
P (-2.5860, -0.2347, -0.3598)  0.68
C (-1.7474, 1.1611, -0.9584)  -0.14
O (-0.4325, 1.4356, 0.9294)  -0.47
N (0.5512, -0.8379, -0.5569)  -0.27
H (2.8123, -2.9294, 1.8547)  0.27
H (0.1350, 3.7540, 0.3911)  0.31
H (0.3127, 3.1098, -1.2833)  0.37
C (2.6343, -1.3269, 0.5140)  -0.39
H (3.7511, -1.1038, 0.4915)  0.30
H (-1.9420, 1.5898, -1.9635)  0.40
C (0.7396, -2.7039, 1.0346)  -1.15
C (-0.4062, 3.3003, -0.5581)  -1.31
C (1.8673, -0.7557, -0.4733)  -0.16
C (2.0655, -2.2948, 1.2171)  0.04
H (-1.0107, -1.9196, -0.0792)  0.34
C (0.0190, -1.7509, 0.2465)  0.27
H (0.2977, -3.4104, 1.6288)  0.46
H (-1.1492, 3.9262, -0.9790)  0.42
H (2.3312, -0.1055, -1.1780)  0.41
Cl (-4.2644, -0.5966, -1.3700)  -0.11
Cl (-3.1607, -0.2408, 1.5783)  -0.05
C (-0.8177, 1.9340, -0.1265)  0.78

Summary:
DFT total energy: -46303.315 eV
HOMO energy (spin up / spin down): -12.971 / -12.965 eV
Frontier orbital gap (spin up / spin down): 5.8 / 5.6 eV
Max |F|: 5.5 eV Å⁻¹
2S+1: 1
Net charge: +1



Record 4
Density functional theory data (ωB97M-V with the def2-TZVPD basis set) for a molecular structure, C8H9Cl3CrN2O10.

Each line ends with the Mulliken charge.
Element x y z (Å)
C (-2.0541, -0.7714, 1.5156)  -0.49
Cl (3.1413, -2.8361, -1.6118)  -0.12
Cr (-0.3585, 0.4503, -0.5499)  0.25
C (0.0868, -1.7388, 2.0775)  -0.96
O (-3.9317, 0.6641, 1.1700)  -0.69
H (-2.4421, -0.9392, 2.5255)  0.33
H (0.4249, -1.4994, 3.0872)  0.24
C (-0.2828, 0.6593, 2.3459)  -0.63
H (-0.6426, -2.5476, 2.1642)  0.48
Cl (2.2158, -2.8052, -4.3446)  -0.14
Cl (0.4234, -3.6371, -2.2540)  -0.15
H (1.0252, -2.5115, 0.3033)  -0.32
O (-1.9554, 0.8958, -3.8048)  -0.68
O (1.6267, 2.0902, 2.4582)  -0.71
N (-1.4131, 0.6910, -2.7586)  1.32
C (1.2591, -1.0488, -2.4530)  0.10
H (-2.2597, -1.6577, 0.9108)  0.42
O (-0.6337, 1.5383, -2.1957)  -0.39
H (1.6640, -3.1247, 1.8296)  0.48
O (-1.5475, -0.3802, -2.0864)  -0.56
O (2.3206, -1.2599, 1.3240)  -0.62
O (-2.0482, 1.0743, 0.0400)  -0.44
H (-0.0441, 0.3858, 3.3725)  0.36
H (2.2757, -0.7935, 0.4788)  0.44
C (0.8556, 1.4805, 1.7528)  0.62
H (-1.1441, 1.3281, 2.3675)  0.43
C (1.2933, -2.2300, 1.3165)  -0.02
O (0.8339, 1.5218, 0.4446)  -0.54
C (1.7501, -2.5259, -2.6688)  0.55
O (0.9684, -0.8126, -1.2132)  -0.06
C (-2.7835, 0.4072, 0.8846)  0.52
O (1.2106, -0.3105, -3.3993)  -0.58
N (-0.6008, -0.5322, 1.5141)  0.59

Summary:
DFT total energy: -97887.660 eV
HOMO energy (spin up / spin down): -6.787 / -6.342 eV
Expectation value of S²: 0.758
Frontier orbital gap (spin up / spin down): 9.0 / 8.9 eV
Max |F|: 0.2 eV Å⁻¹
2S+1: 2
Net charge: -1



For reference, relative energy (zero: lowest compared OMol25 entry of this formula, charge and spin) by record: 0.0, 0.0, 296.4, 21.3 kJ/mol.